Record 1
Below is a cluster of 3 separate species, C19H52B2FN4O10PSi2 in total, with properties calculated with ωB97M-V with the def2-TZVPD basis set.

Geometry as XYZ:
```
91
Properties=species:S:1:pos:R:3:forces:R:3
C 1.93315 0.13966 0.53079 -0.0047 0.1167 -0.1154
C 0.62359 0.64341 -0.09125 0.1892 0.0236 -0.0063
C 0.84137 1.75720 -1.14518 0.0679 0.0171 0.1422
Si 0.68112 1.15010 -2.90142 0.4759 -0.0880 -0.0753
C 2.25269 0.23232 -3.34914 -0.2784 -0.4810 0.0052
C 2.08895 -1.26763 -3.03920 0.0128 0.1381 0.1443
C 3.43622 -1.99299 -2.95850 -0.0138 -0.3099 0.0394
C 3.22066 -3.47330 -2.76932 0.1088 0.1782 0.3017
O 3.44303 -4.32153 -3.57949 -0.2159 -0.1871 -0.2466
O 2.71802 -3.76121 -1.52038 -0.3523 0.5687 -0.1150
C 0.47699 2.66311 -4.03013 -0.0166 0.0306 -0.0869
P 0.92465 2.43978 -5.73856 0.0205 -0.0489 0.0098
O 2.35940 2.56710 -6.00546 0.0444 0.0048 -0.0171
O 0.26006 1.02739 -6.12020 -0.1017 0.1465 -0.0869
O 0.00551 3.40789 -6.64159 -0.0604 0.0216 0.2295
O -0.55605 0.07397 -3.07855 -0.3452 0.5952 0.1007
Si -2.17480 0.20196 -2.62310 -0.0682 -0.3213 -0.2342
B -2.48684 -1.39856 -1.40261 0.1710 -0.1219 0.2243
N -1.87218 -2.64834 -1.79290 0.1054 0.5034 -0.5424
O -3.22426 -1.34108 -0.24755 0.1630 0.2071 0.0416
B -3.31393 -0.05030 -4.30034 -0.1822 0.2952 0.0774
N -2.81308 0.20540 -5.59587 0.4962 -0.5366 0.2884
O -4.63834 -0.46119 -4.21728 0.1548 -0.4921 -0.3093
C -2.65802 1.84359 -1.77399 -0.1227 -0.1742 -0.1809
F -2.25091 1.81695 -0.42446 0.1149 0.0458 0.0827
C -4.17670 1.97965 -1.83632 0.0572 0.2528 0.2644
C -4.70992 2.97852 -0.81118 -0.1071 -0.0086 -0.0413
H 1.85955 -0.90401 0.83859 -0.0145 0.0400 0.1276
H 2.76313 0.20906 -0.17809 -0.0381 -0.0754 -0.0210
H 2.20475 0.75134 1.39305 0.0953 -0.0613 -0.0001
H -0.02283 1.03133 0.69465 -0.0970 -0.1345 -0.0156
H 0.10058 -0.20885 -0.53677 -0.0983 0.0702 0.0338
H 1.87634 2.11746 -1.07610 -0.0523 0.0752 0.0377
H 0.21897 2.63023 -0.93822 -0.1431 -0.0827 -0.0598
H 2.49931 0.35727 -4.40572 0.1989 0.1044 0.0783
H 3.07722 0.61479 -2.74015 0.0219 0.1892 -0.1682
H 1.45153 -1.72649 -3.79960 0.0341 -0.0117 0.0007
H 1.57589 -1.39909 -2.08184 0.0081 -0.0743 -0.0212
H 3.98794 -1.61811 -2.09283 0.0720 0.0659 -0.0910
H 4.01515 -1.85629 -3.87096 0.0436 0.0739 0.0616
H 1.95030 -4.33983 -1.60514 0.3142 -0.4304 -0.0030
H -0.52411 3.09519 -3.96746 -0.0442 -0.1012 0.0587
H 1.18758 3.41102 -3.66043 -0.0531 -0.0024 0.0364
H 0.22240 0.90194 -7.07827 0.0850 -0.0679 0.0288
H 0.28194 4.32887 -6.55962 0.0516 -0.0184 -0.1770
H -1.19632 -2.54678 -2.54111 -0.0798 -0.0946 -0.0578
H -2.48210 -3.42581 -2.00940 0.1023 -0.2017 0.5222
H -2.86879 -1.96480 0.40523 -0.3262 -0.4119 -0.0989
H -3.11476 -0.42241 -6.32960 -0.3183 0.3747 -0.1660
H -1.82202 0.39100 -5.66574 -0.0180 0.1268 -0.0680
H -4.82123 -1.08144 -3.50801 -0.0788 0.3010 0.2453
H -2.21540 2.74248 -2.21760 0.0977 -0.0077 0.0639
H -4.65794 1.00898 -1.67893 -0.0235 0.0122 -0.0652
H -4.42943 2.32936 -2.83987 -0.0407 -0.1907 -0.0611
H -5.77643 3.14610 -0.96840 0.0117 0.0046 0.0064
H -4.20147 3.94113 -0.89721 0.0090 -0.0119 0.0016
H -4.57390 2.61277 0.20476 0.0543 0.0127 -0.0055
C -3.63805 -4.95402 5.63093 -0.0537 -0.0035 0.0294
O -4.44410 -4.33290 4.64947 0.0507 -0.0349 -0.0195
C -4.13781 -2.98189 4.36811 -0.0657 0.0637 -0.0169
C -3.00069 -2.78284 3.36094 0.1106 -0.0588 0.0108
C -1.61018 -3.03769 3.93228 0.0262 0.0229 -0.0119
N -3.17497 -3.59746 2.15207 -0.2459 0.2256 -0.0920
H -3.35373 -4.24487 6.41505 0.0078 -0.0075 0.0061
H -2.73112 -5.39176 5.20649 0.0147 0.0282 0.0071
H -4.22944 -5.75231 6.07722 0.0013 -0.0017 -0.0008
H -5.05098 -2.56111 3.94006 -0.0130 -0.0303 0.0034
H -3.92808 -2.43899 5.29932 0.0388 -0.0020 -0.0133
H -3.04575 -1.73192 3.05520 -0.0373 0.0076 0.0247
H -1.41255 -4.10499 4.03641 -0.0185 -0.0004 0.0163
H -0.85174 -2.63199 3.26318 -0.0039 -0.0212 -0.0192
H -1.49123 -2.56863 4.91033 -0.0025 -0.0013 0.0010
H -4.05559 -3.34763 1.70793 -0.0115 0.0069 0.0264
H -3.30948 -4.56270 2.44083 0.1411 -0.0275 -0.0404
C 5.51562 3.15279 2.82287 0.0089 -0.0327 -0.0527
O 4.70558 2.01140 3.01734 -0.0318 0.0496 -0.0156
C 4.82324 1.37995 4.27661 -0.0096 -0.1073 0.0061
C 3.98260 2.01115 5.39232 -0.0325 0.0896 0.0003
C 4.55265 3.31699 5.93521 0.0087 0.0029 0.0322
N 2.58935 2.22745 4.99820 0.0279 -0.0891 -0.0721
H 6.47577 3.04952 3.33872 0.0048 0.0134 -0.0004
H 5.02820 4.06962 3.16422 0.0196 -0.0061 0.0379
H 5.69947 3.24055 1.75264 0.0046 -0.0011 0.0003
H 4.46782 0.35827 4.11977 -0.0051 0.0099 -0.0371
H 5.88005 1.32017 4.57070 -0.0106 0.0379 0.0325
H 3.97720 1.28490 6.21197 0.0313 -0.0158 -0.0103
H 4.36985 4.14493 5.24944 0.0125 -0.0127 -0.0157
H 4.07245 3.56740 6.88029 -0.0257 0.0103 -0.0150
H 5.62830 3.24223 6.10473 0.0006 0.0008 -0.0044
H 2.15865 1.34069 4.75592 -0.0187 -0.0024 0.0538
H 2.58240 2.76735 4.13728 -0.0107 0.0395 0.0313
```
Forces are in eV/Å.

Summary:
2S+1 = 1
Energy = -2796.86201 Ha
Structure (SMILES) = CCC[Si@](CCCC(=O)O)(CP(=O)(O)O)O[Si](B(N)O)(B(N)O)[C@H](F)CC.COC[C@@H](C)N.COC[C@@H](C)N
ΔE to the lowest compared entry with this formula, charge and spin = 0.0 kJ/mol
Kohn-Sham gap = 9.127 eV

Mulliken population analysis, charges in e, atoms 1 to 2: -1.5865 0.6383

---

Record 2
Below is a structure of composition C19H55AgN8O7, with properties calculated with ωB97M-V with the def2-TZVPD basis set.

Geometry as XYZ:
```
90
Properties=species:S:1:pos:R:3:forces:R:3
Ag 5.37780 0.50739 1.13839 -0.0937 -0.0423 0.5707
C 1.82512 -0.73399 1.25672 0.7034 0.4287 -0.5484
O 3.00755 0.00871 1.26436 0.3127 0.4448 0.3543
H 2.01256 -1.76620 1.58883 -0.3017 -0.2228 -0.2798
H 0.98305 -0.35542 1.86094 0.3003 0.2931 0.2837
H 1.44570 -0.71001 0.22854 -0.3624 -0.7684 -0.1421
C -2.24078 1.32441 -1.11611 -0.0596 -1.9029 -1.2020
C -2.57850 0.63857 -2.46733 -0.4283 -0.7628 0.7586
C -3.25572 -0.73736 -2.28927 0.5666 0.3599 -1.9200
O -3.34663 -1.31588 -3.61242 -0.0847 -0.1249 0.2809
C -4.11878 -2.49448 -3.58090 -0.4938 -0.5136 -0.6191
N -3.40125 1.51814 -3.26563 -1.1416 0.4534 -0.1572
H -3.14370 1.45834 -0.52204 0.0246 0.6531 -0.0971
H -1.66320 2.19879 -1.39039 -0.2596 0.4205 0.6677
H -1.65733 0.57365 -0.57666 0.3848 0.4200 0.2028
H -1.64018 0.41926 -2.98813 -0.0083 0.2032 -0.0774
H -4.32301 -0.62160 -2.06431 0.3058 -0.0443 1.2947
H -2.61659 -1.43035 -1.74366 -0.6143 0.2033 0.9051
H -3.60500 -3.40923 -3.26992 0.5370 0.2297 0.0586
H -4.49867 -2.66078 -4.58969 0.1366 -0.0175 -0.0663
H -5.00577 -2.45922 -2.93677 0.0149 0.5312 0.1444
H -4.09968 1.94232 -2.65312 0.3768 0.2823 0.1365
H -4.02316 0.97832 -3.86758 0.6396 -0.1680 -0.3859
C -2.79597 -1.19771 1.98652 0.9153 -0.1738 -0.0255
C -4.12580 -1.69223 1.44237 0.3555 0.4304 -0.1545
C -5.04926 -0.54379 1.11982 -1.1770 0.2095 -0.4862
O -6.30963 -1.11105 0.73814 0.3687 0.4819 -0.0382
C -7.26104 -0.14991 0.27630 0.2263 -0.7340 0.1662
N -3.92511 -2.57109 0.23655 -0.8767 0.3616 1.4219
H -2.25002 -2.00929 2.47507 -0.0540 -0.0588 -0.0573
H -2.79890 -0.37373 2.70308 -0.5992 -0.0670 0.0725
H -2.14241 -0.85135 1.18100 -0.1805 -0.1098 -0.1782
H -4.64304 -2.31862 2.17544 -0.0208 0.4290 0.3542
H -4.76218 0.10761 0.28500 0.6998 -0.2136 0.0341
H -5.20818 0.11950 1.97798 0.1533 -0.1528 0.1790
H -8.18462 -0.64318 0.56923 -0.4436 0.6969 -0.2064
H -7.23275 0.01744 -0.80474 0.1386 -0.3638 -0.1098
H -7.11818 0.84275 0.70846 -0.1560 -0.1464 0.4920
H -4.83269 -2.44902 -0.21802 0.2264 -0.3092 -0.4577
H -4.04487 -3.46959 0.70151 0.2978 -0.4290 -0.7459
C 0.09755 -4.50077 0.69502 -0.5312 0.2279 0.3037
C 0.01138 -3.58856 -0.51830 -0.4246 1.5649 0.4731
C 1.10733 -3.75750 -1.56206 -0.9596 -2.3098 -0.2737
O 0.91757 -3.17311 -2.82334 0.2881 1.0991 -0.8918
C 0.84214 -1.75701 -2.86813 -0.6082 0.0291 1.1955
N -1.32851 -3.72983 -1.11553 0.7257 -0.2947 -0.1006
H -0.76728 -4.23859 1.31569 -0.0596 -0.0528 -0.0174
H 0.93889 -4.29372 1.35756 0.3289 -0.2601 -0.3593
H -0.03979 -5.55767 0.46448 0.4088 -0.0229 -0.1424
H 0.04830 -2.56755 -0.09998 0.4104 0.0239 -0.0077
H 0.93864 -4.80243 -1.86417 0.6060 -0.1746 0.3383
H 2.11815 -3.67900 -1.14971 -0.0101 0.4855 -0.0286
H 1.64387 -1.29962 -2.28170 0.0517 0.0299 0.0171
H -0.12802 -1.48352 -2.43288 0.1271 0.4460 0.1894
H 0.83507 -1.29599 -3.85344 0.2682 -0.7439 -0.3408
H -1.37355 -3.02127 -1.83946 -0.3334 -0.2195 -0.1831
H -1.99412 -3.46026 -0.39742 -0.1736 0.0973 -0.3089
C 5.06705 4.60211 2.02580 -1.4575 1.6899 1.4010
C 3.85292 3.75234 1.62644 3.2202 -1.7718 -1.3130
C 2.81839 4.42741 0.78023 -1.3058 0.6646 0.6785
O 2.31740 5.59275 1.45303 0.1925 0.3777 -0.6131
C 2.39225 6.75735 0.64506 -0.7565 -0.3032 -0.6133
N 4.48791 2.65442 0.79611 -1.6210 -1.6083 -0.2710
H 5.61116 5.08231 1.21095 -0.4495 -0.1992 -0.4196
H 5.84524 4.18819 2.66381 -0.3974 -0.7962 -0.0363
H 4.60673 5.40338 2.62622 0.5188 0.2537 -0.1086
H 3.40512 3.10248 2.38050 0.0265 0.9740 0.7355
H 1.91655 3.81206 0.68347 0.3989 -0.4934 -0.2643
H 3.19184 4.63656 -0.22628 0.1282 0.2310 0.1032
H 2.07918 6.56433 -0.39046 0.5301 -0.4507 -0.1047
H 3.40511 7.15676 0.66140 -0.0908 0.4072 0.0026
H 1.59406 7.45986 0.89207 0.4886 0.1920 0.9171
H 3.72053 1.95745 0.83377 0.1308 -0.0541 -0.3817
H 4.54861 2.83301 -0.20234 0.0147 0.7393 0.1702
C 2.19334 1.76021 -2.30729 -0.8507 2.4573 0.1192
O 2.18973 2.62002 -3.19075 0.3752 -0.8471 0.1995
N 1.03265 1.45582 -1.64579 0.9113 -0.6725 -0.3507
N 3.32724 1.25583 -1.76011 0.2688 -0.8979 0.1040
H 1.06782 0.72782 -0.96326 -0.5209 0.0004 0.4281
H 0.23297 2.02396 -1.82550 -0.1722 -0.1404 -0.1135
H 4.18236 1.69132 -2.05366 0.0266 -0.2632 -0.2072
H 3.29872 0.67287 -0.92226 0.0438 0.2444 -0.1131
C 5.45036 -1.06663 3.83975 -2.4798 0.4668 -0.3378
O 6.16595 -0.31703 3.15394 0.6678 -0.5810 0.3202
N 5.78550 -1.54231 5.06691 2.3015 0.4698 -0.2236
N 4.18790 -1.36554 3.45040 0.5154 -0.4529 0.3528
H 6.75855 -1.38285 5.28628 -0.2173 -0.0448 0.2380
H 5.23123 -1.96496 5.77996 -0.5547 -0.0907 -0.2818
H 3.64936 -1.97111 4.03825 -0.2071 -0.0790 -0.0807
H 3.76951 -0.95389 2.60915 -0.1217 0.4463 -0.2218
```
Forces are in eV/Å.

Summary:
2S+1 = 1
Energy = -1868.49181 Ha
ΔE to the lowest compared entry with this formula, charge and spin = 130.5 kJ/mol
Kohn-Sham gap = 8.199 eV

Mulliken population analysis, charges in e, atoms 1 to 2: 0.3726 0.2268

---

Respective strongest force on any atom values: 0.8; 3.9 eV/Å.